A structure of composition C32H34N7O3Ti at a distorted geometry, computed with ωB97M-V with the def2-TZVPD basis set.

## Properties
- energy above the lowest of the compared OMol25 structures with the same formula, charge and spin (eV) = 0.060
- net charge = -1
- frontier orbital gap (alpha / beta) (eV) = 4.29 / 4.29
- electronic energy (eV) = -73429.6673
- lowest unoccupied orbital energy (alpha / beta) (hartree) = 0.089 / 0.089

```
77
Properties=species:S:1:pos:R:3:forces:R:3:lowdin_charge:R:1
H 4.7352 1.3715 2.7546 0.002 -0.006 0.005 0.0693
C -4.2676 1.3230 0.1405 0.148 0.012 -0.072 -0.0924
C -0.9981 2.1068 0.9601 -0.165 -0.042 -0.073 -0.1624
H -0.5765 -3.5674 2.7955 -0.011 0.016 -0.007 0.1079
C -2.2935 -2.5192 3.7025 0.079 0.004 -0.059 -0.0956
H -2.0164 -3.4235 -0.4640 -0.029 -0.006 0.030 0.0630
C -0.7185 0.6110 2.7727 0.022 -0.320 0.359 -0.2150
H -1.4492 -1.2239 -0.9756 -0.086 0.070 -0.013 0.0616
H -0.2452 -0.2800 3.1636 0.003 -0.002 0.032 0.0894
H 0.8190 -3.9782 -2.7907 0.008 -0.006 0.002 0.0943
C -3.3097 -0.4902 0.9017 0.209 -0.125 0.037 -0.2914
H 4.6540 -1.5825 -3.1278 -0.010 0.004 0.005 0.1028
H 1.4467 -2.3251 -2.7618 -0.040 -0.031 -0.023 0.0597
C 0.2381 1.8102 -4.7157 0.007 -0.005 0.032 -0.0938
H -0.8511 3.9416 -1.9020 0.003 -0.003 -0.026 0.0769
Ti 0.7940 -0.1092 0.2034 -0.458 0.957 0.848 1.0706
H -3.8457 -1.0704 3.5587 -0.007 -0.015 -0.029 0.1514
C 2.5339 0.8017 1.1465 -0.080 -0.234 -0.142 -0.2253
N 2.0879 -0.1001 -1.5865 -0.090 0.130 -0.055 0.0371
C 0.4093 1.4061 -2.3144 0.019 0.032 -0.181 -0.2091
H 3.7218 2.8175 2.6939 0.016 -0.006 0.010 0.0679
C 2.0356 0.4372 -3.9430 0.097 0.004 -0.002 -0.1624
C 3.1602 -0.8339 -1.7634 0.097 -0.044 -0.062 -0.1210
C 3.7970 1.8100 3.1098 -0.026 0.024 -0.012 -0.1057
C 1.3607 1.0832 -5.0075 0.000 -0.009 0.064 -0.0710
H -3.6426 1.1701 2.1576 -0.064 -0.046 -0.226 0.1177
N -3.3145 -0.6320 -0.4012 0.227 -0.187 -0.279 0.1120
C 2.6850 -0.4159 3.3418 -0.015 0.023 0.000 -0.0970
H -2.4158 -2.8239 4.7263 0.014 0.001 0.010 0.1000
C -3.9053 0.5079 -0.8894 -0.102 0.030 0.009 -0.1277
H 3.5331 -1.3596 -0.8927 0.002 0.002 0.004 0.1212
O -0.5328 -1.3139 -1.3068 -0.104 -0.048 0.102 -0.0786
H 1.6986 1.4518 3.0131 -0.018 -0.022 0.000 0.1048
O 1.0547 -4.2188 -0.0351 -0.033 0.098 0.116 0.0621
H 1.8925 -1.0799 2.9902 0.000 -0.019 0.036 0.0501
C 3.1950 -0.3553 -4.1040 -0.006 -0.001 -0.023 -0.0161
C -1.5440 1.3610 3.5493 -0.133 0.294 -0.032 -0.1493
H 2.5682 1.7925 0.6674 -0.042 -0.009 0.027 0.0548
C -1.9527 4.4636 -0.1473 0.046 -0.145 0.092 -0.1254
H -1.1478 2.5456 -3.2530 -0.004 0.001 0.013 0.0892
H -2.2912 5.4029 -0.5710 0.002 -0.001 -0.007 0.0880
C -2.3193 4.1229 1.1432 0.002 0.103 -0.160 -0.0917
H 3.6359 -0.9043 3.1026 -0.009 0.004 -0.016 0.0780
N 0.1225 1.4656 -0.9881 -0.105 -0.091 0.072 -0.0074
C -1.3976 -2.8707 2.7347 0.020 -0.020 -0.029 -0.1237
H 3.4409 0.2758 0.8041 0.042 -0.017 -0.002 0.0394
H 3.6181 -0.4708 -5.0961 -0.007 -0.001 0.012 0.1129
C -1.4447 -3.5843 -1.3733 0.009 0.117 0.020 -0.0172
C 3.7677 -0.9714 -3.0254 -0.043 0.039 0.067 -0.0512
H -2.9582 4.7777 1.7268 0.012 -0.003 -0.006 0.0940
N -3.8984 0.6646 1.2878 0.012 0.307 0.462 0.1168
C -0.1997 -2.7075 -1.3900 -0.012 -0.030 0.037 -0.5011
C 0.7493 -3.0544 -0.2222 0.091 -0.093 -0.083 -0.5765
H -1.6907 1.0445 4.5779 -0.014 0.001 -0.012 0.0940
N -0.4409 0.9071 1.4462 0.642 -0.656 -1.246 -0.0474
C 1.5437 0.5740 -2.6320 -0.112 -0.031 -0.005 -0.1380
C -0.2408 1.9825 -3.4027 0.016 -0.020 0.055 -0.0217
O 1.2288 -2.0392 0.4383 -0.102 0.255 0.100 -0.1416
C -1.8501 2.9352 1.7318 0.085 -0.163 0.404 -0.2195
C -1.1525 3.6245 -0.9174 -0.053 0.121 -0.087 -0.0627
H -2.7569 3.1780 3.7078 0.022 0.018 0.033 0.0710
C -2.2013 2.5154 3.0576 0.028 -0.176 -0.148 -0.1413
H -0.1117 -2.6495 -3.5317 0.009 -0.016 0.001 0.0955
C -2.6973 -1.4307 1.8352 0.054 0.069 -0.163 -0.2957
C 2.6088 0.9523 2.6653 -0.006 -0.028 -0.013 -0.5241
H -2.0703 -3.3429 -2.2360 0.013 -0.006 0.000 0.0900
H -4.0220 0.6735 -1.9478 -0.002 -0.011 0.018 0.0963
N -3.1306 -1.6107 3.1038 -0.200 0.049 0.271 0.1059
N -1.6592 -2.1874 1.5744 -0.082 -0.095 -0.028 0.1290
H -4.6674 2.3210 0.1635 -0.022 -0.012 0.007 0.1090
H 2.6129 -0.3317 4.4311 0.006 -0.013 -0.033 0.0716
H -0.3113 2.2826 -5.5226 0.003 0.000 0.011 0.0980
H -1.1402 -4.6281 -1.4258 0.007 -0.002 0.011 0.0877
H 1.7270 0.9798 -6.0213 -0.005 0.000 0.014 0.0979
C -0.7018 2.4119 -0.3779 0.184 -0.026 0.024 -0.2088
C 0.5425 -2.9281 -2.7032 0.056 0.061 -0.044 0.0044
H 3.8546 1.8938 4.2022 -0.016 0.000 -0.058 0.0656
```
Forces are in eV/Å.



A structure of composition C32H35BCoN4O10P3, computed with ωB97M-V with the def2-TZVPD basis set.

## Properties
- energy above the lowest of the compared OMol25 structures with the same formula, charge and spin (eV) = 0.130
- net charge = -1
- frontier orbital gap (alpha / beta) (eV) = 6.26 / 5.32
- electronic energy (eV) = -126367.3319
- lowest unoccupied orbital energy (alpha / beta) (hartree) = 0.079 / 0.079
- ⟨S²⟩ = 1.122
- spin multiplicity = 2

```
86
Properties=species:S:1:pos:R:3:forces:R:3:lowdin_charge:R:1
O -3.0118 1.6658 -1.7958 -0.032 0.034 -0.018 0.1389
H -2.2996 -0.0282 3.0781 0.052 0.039 -0.039 0.0892
O -3.4252 -4.1414 0.0262 0.052 0.083 0.012 -0.3009
H -1.0320 7.7040 0.9721 0.008 -0.005 -0.005 0.0910
C -1.6484 6.0275 -0.2266 -0.010 -0.020 -0.015 -0.0966
C 3.6831 -3.4412 2.2372 -0.030 0.038 0.027 -0.0713
H 5.4318 -4.3082 1.3507 -0.013 -0.013 0.011 0.1315
H 0.3362 0.2743 -4.7794 0.008 0.007 -0.012 0.1133
C -1.4416 4.6916 -0.5252 0.021 0.012 0.004 -0.1034
P -2.3147 -1.6151 1.6458 0.132 0.178 -0.109 0.4914
C 2.3051 0.5418 2.3576 0.008 -0.005 -0.023 -0.0980
O -3.5037 -0.5791 -2.0219 -0.062 -0.021 0.024 0.1834
C 4.7736 -3.4509 1.1712 0.008 -0.008 -0.044 -0.4088
P -0.3404 2.1682 -0.2974 0.046 -0.054 -0.014 1.1568
H -0.1256 -4.4497 2.6360 0.011 0.009 -0.018 0.0827
H 5.0103 -1.3030 0.9778 0.005 -0.023 0.003 0.0487
O -2.7520 -3.9902 2.7826 0.066 0.060 -0.081 -0.0538
H -7.2649 2.5125 -0.2822 0.011 0.003 -0.004 0.0897
O -1.0118 -3.4090 -0.7148 0.216 -0.030 0.127 -0.2960
H -3.8745 -2.5247 0.5140 0.029 0.084 0.011 0.0588
H -2.4242 6.5794 -0.7444 0.005 -0.003 0.008 0.0964
H 4.6435 1.9527 0.3598 -0.006 -0.003 0.004 0.0991
C 0.5221 1.1432 -4.1609 -0.044 -0.002 0.074 -0.0244
H 6.4469 -2.2202 0.5238 -0.019 -0.002 0.004 0.0795
H 4.1270 -3.4102 3.2333 -0.006 -0.003 -0.003 0.0804
C 1.8580 -2.7400 -0.3904 -0.056 -0.216 0.050 -0.1240
O -0.7581 -1.1467 -2.9992 -0.094 0.242 0.072 -0.1494
C -1.8129 -3.3431 1.9148 -0.071 -0.160 0.129 -0.5858
H -7.7875 0.1305 -0.5410 0.009 0.002 0.000 0.0911
H 2.2078 -0.0613 3.2535 0.005 0.003 0.004 0.0958
H 1.1223 4.0557 1.5895 -0.004 0.004 0.000 0.0948
H -2.0552 4.1991 -1.2730 0.008 0.002 0.014 0.1007
C 1.1677 0.9318 1.6609 -0.021 -0.001 0.015 -0.1154
H -0.5976 -5.7407 -0.0719 0.007 0.005 -0.048 0.0641
H 1.1462 4.1851 -1.8920 0.004 -0.004 -0.005 0.0999
O -1.4089 -5.6215 0.4318 0.031 -0.043 0.078 -0.1277
C 0.3371 4.6011 1.0796 -0.008 0.004 -0.020 -0.0909
C -1.0638 0.0983 -2.5880 0.190 -0.274 0.080 -0.3395
H 2.1424 4.1199 -4.1434 -0.001 -0.004 0.005 0.0891
C -4.5979 0.0861 -1.5630 0.028 -0.005 -0.032 -0.2088
H 3.0458 -4.3275 2.1806 0.011 0.007 -0.002 0.0785
P -1.9394 -4.1064 0.2281 -0.216 -0.012 -0.049 0.3393
H 4.4505 0.6189 2.4397 -0.006 0.008 -0.001 0.0910
C -0.8665 6.6601 0.7346 -0.010 0.005 0.016 -0.1144
H -3.4962 -4.2569 2.2216 -0.005 -0.005 -0.005 0.0802
N 3.4862 -1.5210 -1.1302 -0.011 0.039 -0.012 0.0781
H 4.9728 -3.6241 -0.9852 0.008 0.003 -0.005 0.1253
H 3.0470 -2.5574 2.1360 0.014 -0.025 -0.004 0.0669
C 2.5273 2.0591 0.0473 0.023 0.052 -0.009 -0.0914
H 0.2805 -2.8311 1.9909 0.032 0.012 -0.034 0.0585
C 1.5331 3.2942 -3.7954 0.006 0.004 -0.019 -0.1084
C 4.1927 -3.6819 -0.2271 -0.041 0.009 -0.039 -0.1135
N 3.1754 -2.7131 -0.5948 0.126 0.010 0.071 -0.0974
O -1.3169 -0.8400 0.8614 -0.075 -0.073 0.100 -0.3043
C -4.3020 1.4396 -1.4219 0.013 -0.026 0.023 -0.1989
H 0.7390 6.4240 2.1368 -0.008 -0.003 -0.005 0.0941
C 0.9643 3.3295 -2.5337 -0.056 -0.050 0.017 -0.1209
C 1.3305 2.1742 -4.5966 0.027 0.002 -0.038 -0.0948
H 6.0171 -2.0356 2.2308 0.001 -0.006 -0.025 0.0788
C -0.4444 -3.4085 2.5637 0.032 0.013 0.007 -0.0632
C -5.8415 -0.4173 -1.2601 0.053 -0.014 -0.027 -0.0036
C -0.1068 1.1864 -2.9076 0.048 0.085 0.010 -0.1732
C 0.1220 5.9420 1.3872 0.011 -0.044 -0.001 -0.1023
C -5.2358 2.3394 -0.9625 0.036 0.028 -0.005 -0.0044
C 3.5597 0.9188 1.8996 -0.019 0.006 -0.004 -0.1214
C 1.2594 1.7074 0.5065 -0.004 0.016 0.023 -0.3669
C 3.6670 1.6738 0.7380 -0.017 0.001 0.009 -0.0960
B -2.4811 0.3937 -2.1459 0.063 0.067 0.015 -0.5439
H 2.6296 2.6254 -0.8702 0.000 -0.036 0.038 0.0950
O -2.4916 -0.9733 3.0938 -0.096 -0.033 0.094 -0.0899
C 0.1787 2.2751 -2.0605 -0.020 -0.016 -0.019 -0.2943
H 3.7268 -4.6659 -0.2903 0.003 -0.013 0.015 0.1274
H 1.7935 2.1178 -5.5759 -0.007 0.006 0.010 0.0926
C 5.6119 -2.1786 1.2265 0.022 0.031 0.019 -0.0766
C -6.5020 1.8374 -0.6497 -0.034 -0.017 0.013 -0.1129
H 0.1902 0.6023 1.9900 0.021 0.010 -0.008 0.0716
N 2.3900 -0.8697 -1.2450 0.090 0.079 -0.044 0.0549
C -6.7980 0.4890 -0.7963 -0.018 -0.004 -0.001 -0.1080
H 1.2968 -3.5741 -0.0081 -0.026 0.040 -0.007 0.1191
C -0.4373 3.9577 0.1176 0.008 0.050 -0.039 -0.3699
H -4.9922 3.3878 -0.8454 0.004 -0.018 -0.007 0.1100
N 1.3543 -1.6023 -0.7880 -0.038 0.111 -0.082 0.0359
H -0.4957 -2.9903 3.5708 0.000 -0.019 0.001 0.0861
Co -0.6885 -1.2587 -1.0867 -0.320 -0.058 -0.234 0.4014
O -3.7667 -1.6907 1.0612 -0.084 -0.149 -0.039 -0.1055
H -6.0487 -1.4738 -1.3712 -0.022 0.018 0.015 0.1200
```
Forces are in eV/Å.



A structure of composition C32H35BaN5SSi at a distorted geometry, computed with ωB97M-V with the def2-TZVPD basis set.

## Properties
- frontier orbital gap (eV) = 6.58
- electronic energy (eV) = -60610.8585
- lowest unoccupied orbital energy (hartree) = -0.008

```
75
Properties=species:S:1:pos:R:3:forces:R:3:lowdin_charge:R:1
H -3.4709 -1.7226 -2.7415 0.002 -0.009 0.002 0.0899
H -3.9692 -1.3891 2.5598 -0.004 0.004 0.007 0.1098
C 0.0675 -2.8898 -1.0314 -0.296 -0.291 -0.189 -0.4902
H -2.9534 2.0372 -1.2446 0.003 0.000 0.002 0.1090
C -0.3520 2.5602 -2.1669 -0.015 -0.006 -0.026 -0.1734
C -1.3913 -0.2851 -1.5548 -0.032 0.066 0.034 -0.2415
H -0.0837 0.0162 -4.7213 -0.006 -0.018 0.000 0.1094
Si -0.4652 -1.7678 -2.3372 -0.060 -0.138 -0.157 0.4927
H -0.9193 2.1037 -2.9835 0.014 0.002 -0.005 0.1044
H 0.4053 -0.9862 5.8621 0.000 0.003 -0.017 0.1196
C 3.8340 1.0819 1.9373 -0.108 -0.006 0.158 -0.9247
C 1.9534 2.4424 6.6767 0.003 0.010 -0.004 -0.0770
C -0.4698 -0.0792 3.3574 0.168 0.133 0.017 -0.2470
H 2.3820 3.4103 6.9025 0.001 -0.001 0.009 0.1027
C -3.3727 -3.5355 -5.5881 0.010 -0.001 0.006 -0.1027
C -1.2793 3.3989 -1.2911 0.027 0.016 0.022 -0.1950
H -2.8532 3.0695 0.1693 0.008 0.008 -0.001 0.1112
H -1.8176 4.1408 -1.8842 -0.008 -0.011 -0.009 0.1076
C -1.9969 -3.6808 -5.7094 -0.007 0.003 -0.010 -0.0929
H 2.4636 -2.2061 -2.0951 0.006 -0.037 -0.017 0.0698
H 2.0297 2.7473 4.5554 -0.004 -0.004 -0.009 0.1105
Ba 1.3973 -1.1828 0.6601 0.349 -0.455 -1.022 1.6717
C -1.5001 1.4015 0.2175 0.045 -0.015 0.025 -0.2068
C -3.0375 -2.2734 -3.5706 -0.016 0.004 0.001 -0.1033
C 2.0162 0.2324 -5.0430 0.033 0.002 0.009 -0.0812
C -2.2525 2.4941 -0.5397 -0.036 -0.002 0.006 -0.1773
H 0.6311 -3.7338 -1.4495 0.023 -0.003 0.027 -0.0415
C -3.8929 -2.8277 -4.5150 0.020 0.009 0.006 -0.0987
C 0.8462 -0.0219 6.0877 -0.001 -0.021 0.030 -0.0391
H 1.8895 0.9077 -5.8803 -0.002 0.000 0.001 0.1012
H -2.1744 -0.7628 -0.9501 -0.018 0.024 0.002 0.0823
N 3.0023 0.9150 2.9646 -0.078 0.000 -0.118 -0.0358
C 3.4524 -0.9999 -3.5656 -0.010 -0.022 0.042 -0.0829
C -1.5585 0.4771 4.0266 -0.038 -0.064 0.017 -0.0035
H -2.2013 0.7385 0.7261 -0.015 0.004 0.006 0.0966
C -1.1519 -3.1220 -4.7616 -0.019 0.000 -0.003 -0.0983
H 5.1951 1.7415 3.3064 -0.003 -0.003 0.004 0.0950
H 5.7478 1.7248 1.6451 0.007 -0.008 0.014 0.0725
H 0.9321 1.9669 -0.5541 0.004 -0.005 0.006 0.0932
H -1.9408 -2.2571 1.4156 0.019 -0.002 -0.009 0.1064
H 1.0043 0.8891 -1.9329 0.002 0.003 -0.027 0.0853
H -4.0342 -3.9698 -6.3270 0.000 0.000 -0.003 0.0967
H -0.8250 -3.3120 -0.5439 0.035 -0.004 0.047 -0.0529
N 1.7507 0.4714 2.6655 0.207 0.594 0.676 -0.1538
C 1.6193 1.5727 7.7065 -0.003 -0.010 -0.008 -0.0884
C -1.8669 -1.4816 2.1704 0.094 0.011 0.076 -0.1458
H -1.5823 -4.2280 -6.5472 -0.001 -0.003 0.000 0.0986
H 1.7891 1.8598 8.7361 -0.001 -0.001 0.003 0.1012
C -1.6506 -2.4085 -3.6679 -0.081 0.102 -0.038 -0.2371
N 5.0339 1.5661 2.3301 0.058 -0.019 -0.071 0.0543
N -0.6341 -1.0428 2.4384 -0.151 0.132 0.330 -0.0452
H -0.0794 -3.2396 -4.8796 0.002 -0.003 0.011 0.1022
C 2.3307 -1.5045 -2.9138 0.017 0.089 -0.016 -0.1275
H -4.9645 -2.7048 -4.4141 -0.001 -0.001 0.000 0.0969
H 0.4181 3.1790 -2.6325 -0.001 0.012 0.018 0.1170
C 1.7494 2.0774 5.3555 -0.005 0.016 -0.017 -0.0332
C -2.8302 0.0132 3.7455 -0.010 0.017 0.018 -0.0436
H -0.6735 3.9527 -0.5644 -0.001 0.000 -0.001 0.1148
C 3.2950 -0.1259 -4.6280 -0.017 0.017 -0.020 -0.0870
H 4.1630 0.2738 -5.1367 0.002 0.000 0.001 0.1003
C 1.1887 0.8400 5.0481 0.025 -0.017 0.003 -0.1935
S 3.6493 0.8091 0.2357 0.021 0.114 0.211 0.3925
C 0.3237 1.4826 -1.3252 0.013 -0.015 0.037 -0.2306
C 0.9074 -0.2730 -4.3848 -0.023 -0.006 0.023 -0.1035
N -0.6210 0.5827 -0.6323 0.089 -0.155 -0.016 -0.2749
C -2.9937 -0.9939 2.8058 -0.019 -0.017 -0.030 -0.0569
H -1.9293 0.2941 -2.3171 0.016 -0.012 -0.018 0.0790
C 1.0677 0.3351 7.4096 0.016 0.035 -0.019 -0.0791
C 0.9142 0.4221 3.6470 -0.288 -0.033 -0.003 -0.2212
C 1.0385 -1.1430 -3.2963 0.061 -0.020 -0.033 -0.2731
H 4.4449 -1.2874 -3.2416 -0.002 0.000 0.007 0.1041
H 0.8076 -0.3514 8.2046 -0.002 -0.002 0.003 0.1024
H -1.3951 1.2584 4.7552 -0.013 0.003 0.002 0.1242
H -3.6872 0.4365 4.2533 -0.003 -0.004 -0.002 0.1131
H -0.8698 1.8662 0.9860 -0.002 0.010 0.000 0.1221
```
Forces are in eV/Å.